C16H52F6O10P | the ωB97M-V functional and the def2-TZVPD basis

XYZ file:
```
85
Properties=species:S:1:pos:R:3:forces:R:3:mulliken_charge:R:1
P -0.480357 1.012775 0.397567 0.49 0.12 1.03 1.2653
F -1.907577 0.527575 -0.223143 0.11 -0.53 1.22 -0.3672
F -0.631437 2.245375 -0.703203 1.00 -0.41 0.50 -0.3926
F -1.122097 1.909375 1.550167 -1.48 0.60 -0.13 -0.3594
F 0.949443 1.591285 0.941757 0.39 0.12 -1.01 -0.3897
F -0.338347 -0.168195 1.556017 -0.86 -0.07 -0.80 -0.4131
F 0.270003 0.013285 -0.593823 0.36 0.24 -0.91 -0.3491
C 3.123163 -0.679915 6.121967 0.71 0.73 2.17 -1.0166
C 4.593593 -0.924905 6.675107 -2.27 0.99 -2.69 -0.1806
O 4.521543 -1.683865 7.820257 0.50 -1.04 1.30 -0.4920
H 2.758723 -0.001245 6.893137 -0.57 0.67 -0.48 0.2518
H 2.459033 -1.523535 6.309957 0.49 -0.51 -0.51 0.3098
H 3.030273 -0.277815 5.113117 0.13 -0.05 0.19 0.3355
H 5.069213 -0.019285 7.051567 0.01 0.63 -1.38 0.2610
H 5.051653 -1.339015 5.776887 1.15 -0.50 0.61 0.1953
H 4.998393 -1.095635 8.410347 -0.17 -0.92 0.78 0.3364
C -2.595737 -4.712025 -0.415703 0.49 -0.68 -0.92 -1.0303
C -2.930697 -5.179165 0.977327 0.54 -0.27 -0.39 -0.1000
O -2.831737 -6.610465 1.092567 -0.22 0.45 0.16 -0.5362
H -1.679967 -5.154845 -0.807343 0.65 0.29 0.63 0.2935
H -2.545387 -3.626985 -0.506543 -0.17 -0.08 -0.07 0.3123
H -3.252577 -5.170195 -1.155133 -0.87 0.48 0.06 0.3060
H -3.925237 -4.793655 1.201787 -0.10 -0.20 0.49 0.2052
H -2.192867 -4.791585 1.679817 -0.24 0.06 0.11 0.2578
H -3.525197 -7.003915 0.557867 -0.06 -0.01 -0.08 0.2920
C -3.402007 -0.901695 -5.310403 -0.10 0.00 0.46 -0.8607
C -4.953757 -1.037985 -5.289613 1.42 0.82 -0.18 -0.2701
O -5.315497 -0.983785 -6.648463 -0.87 -0.61 -0.95 -0.5038
H -2.949887 -1.647875 -5.963783 -0.22 -0.47 0.22 0.2399
H -2.885957 -0.906885 -4.350313 -0.23 -0.23 0.18 0.3075
H -3.071727 0.016095 -5.796893 -0.58 0.34 0.08 0.2816
H -5.462987 -0.199415 -4.814663 0.28 -0.06 0.39 0.1985
H -5.368197 -1.976465 -4.921393 0.47 0.03 0.76 0.2996
H -5.414457 -1.921945 -6.826383 -0.14 0.19 -0.94 0.3097
C 6.054463 4.157825 0.556997 0.19 0.97 0.39 -1.0199
C 5.581093 5.162265 -0.548103 0.30 -2.45 0.09 -0.1445
O 6.594793 5.733045 -1.343663 0.52 1.28 0.31 -0.5404
H 6.677263 3.319705 0.244307 -0.15 0.05 -0.61 0.3036
H 5.215613 3.739865 1.113537 -0.28 0.01 -0.31 0.3191
H 6.646633 4.654905 1.325347 0.12 0.32 -0.04 0.2896
H 4.970063 5.947145 -0.102333 0.28 0.08 -0.18 0.2600
H 4.977463 4.553515 -1.221263 -0.61 0.17 0.05 0.2387
H 7.170523 5.113915 -1.798433 -0.38 -0.44 0.30 0.2952
C -5.901337 -2.337205 4.464457 1.30 -0.20 1.74 -1.0185
C -4.668887 -1.355345 4.562487 -0.35 -1.84 0.07 -0.1741
O -4.919847 -0.271545 3.782717 -0.62 1.90 -1.72 -0.4991
H -6.512737 -2.189995 5.354727 -0.66 0.41 -0.42 0.2893
H -5.542167 -3.346265 4.666647 0.29 -0.21 -0.23 0.3090
H -6.461497 -2.403245 3.531727 0.21 0.68 0.08 0.3120
H -3.774487 -1.891335 4.244887 0.15 -0.11 -0.20 0.2372
H -4.444097 -0.975665 5.559197 -0.38 -0.62 0.62 0.2464
H -4.113177 0.144975 3.470667 0.11 0.00 0.02 0.2989
C 2.633403 -3.846725 -5.428843 0.20 -0.28 -0.58 -0.9781
C 1.494683 -3.333995 -4.643823 -1.75 -2.13 1.29 -0.2060
O 1.388433 -1.975105 -4.571763 0.60 2.23 -0.06 -0.5129
H 2.720993 -4.932495 -5.389713 -0.16 -0.08 0.44 0.3207
H 3.517343 -3.417075 -4.957503 0.37 0.11 -0.84 0.2503
H 2.424323 -3.670245 -6.483953 0.82 0.63 -0.11 0.2677
H 1.568343 -3.761715 -3.643963 0.05 -0.06 0.34 0.2933
H 0.533203 -3.690195 -5.013653 -0.11 -0.54 -0.36 0.2629
H 1.127793 -1.723985 -3.682603 -0.04 0.16 -0.06 0.3038
C 6.649413 -2.207875 -0.047463 -0.95 0.10 -0.34 -1.0896
C 5.332293 -1.611415 -0.638433 3.25 -0.16 -1.22 -0.0710
O 4.408653 -1.623405 0.320317 -2.59 0.06 2.70 -0.4865
H 6.454153 -3.259645 0.161767 0.31 -0.04 0.12 0.2832
H 6.870223 -1.682965 0.881947 -0.20 -0.07 0.12 0.2764
H 7.541163 -2.089705 -0.663033 -0.25 -0.11 -0.35 0.3447
H 4.899133 -2.189015 -1.455043 0.84 0.03 -0.82 0.2067
H 5.554523 -0.575295 -0.893753 0.08 0.17 -0.78 0.2494
H 3.622503 -1.268575 -0.101173 -0.53 0.06 0.59 0.2864
C -5.897207 6.136585 -0.458733 -0.15 0.11 0.10 -1.0475
C -4.674857 5.319895 0.035347 -0.44 2.71 -0.36 -0.1400
O -5.166447 4.129495 0.436297 -0.94 -3.32 0.07 -0.5010
H -6.471987 5.498005 -1.129513 0.09 -0.17 -0.05 0.2841
H -5.730897 7.060325 -1.012943 0.60 0.02 0.08 0.3439
H -6.584307 6.405595 0.343527 0.13 -0.16 0.27 0.2591
H -4.227307 5.687925 0.958577 0.49 1.18 -0.43 0.2156
H -3.965547 5.272075 -0.790903 0.30 -0.16 0.13 0.2845
H -4.562687 3.433135 0.167687 -0.03 -0.25 0.20 0.3016
O 1.216733 5.323235 2.621427 0.16 0.20 0.25 -0.6485
H 1.055743 6.029035 1.995197 -0.06 0.14 -0.14 0.3024
H 1.005173 4.522995 2.140707 -0.12 -0.43 -0.13 0.3410
O -0.327507 3.926345 -4.522203 -0.11 0.20 -0.28 -0.6491
H -0.584077 3.736595 -3.619763 -0.10 -0.14 0.33 0.3415
H 0.583553 3.638145 -4.578333 0.19 -0.10 0.01 0.3109
```
Positions in Å, forces in eV/Å.

Computed properties:
HOMO = -0.2938 hartree
Lowest unoccupied orbital energy = 2.228 eV
Frontier orbital gap = 10.224 eV
Net charge = -1



C16H52N4O10 | the ωB97M-V functional and the def2-TZVPD basis

XYZ file:
```
82
Properties=species:S:1:pos:R:3:forces:R:3:mulliken_charge:R:1
N -3.911642 -0.570224 0.187562 -3.08 -2.13 -2.65 -0.1624
C -3.562203 0.505403 0.852755 -5.21 5.24 2.12 0.4059
N -2.370264 0.530048 1.286613 6.34 0.21 1.40 0.0869
O -4.416676 1.501535 1.170982 2.74 -4.11 -1.70 -0.8183
H -4.878512 -0.495084 -0.169459 1.04 -0.31 0.26 0.2416
H -3.396532 -1.420307 -0.081257 -0.07 1.28 0.63 0.0124
H -2.067263 1.289674 1.902222 -0.68 -0.44 -0.58 0.2058
H -1.566188 -0.001848 0.797229 -1.77 0.70 1.09 0.0988
N 3.325447 1.591063 -0.139493 0.47 0.82 -1.54 -0.7592
C 2.939841 0.799698 0.887631 -4.96 -3.77 -1.80 -0.1432
N 3.709299 0.890284 1.914216 1.58 -0.57 3.88 -0.3045
O 1.919396 -0.023949 0.850346 3.32 3.22 -0.09 -0.3009
H 2.937971 1.416423 -1.079908 0.26 0.01 0.74 0.3429
H 4.204027 2.148073 -0.089874 -1.14 -0.87 -0.05 0.2698
H 3.447975 0.347714 2.810154 1.12 1.45 -2.26 0.3514
H 4.571863 1.383787 1.666165 -0.28 -0.57 1.66 0.1422
C -0.216263 -4.238919 4.307100 1.59 1.43 0.38 -1.3445
C 0.157435 -2.729718 4.283793 3.42 -3.66 -4.13 0.4070
C 0.307874 -2.123826 2.900763 1.05 2.42 -0.89 -0.1765
O -0.539486 -1.985014 5.040856 -4.46 4.93 4.98 -0.5823
H 0.045408 -4.521495 5.325749 0.55 -0.70 -0.19 0.3949
H 0.339477 -4.716973 3.480796 -0.22 -0.19 0.81 0.3012
H -1.232093 -4.481462 4.275784 -1.81 0.04 -0.69 0.2799
H 1.130486 -2.676068 4.757694 1.31 -0.86 -0.65 0.3641
H 0.975209 -1.185511 2.931238 -0.50 -1.40 0.22 -0.0650
H -0.488737 -1.674569 2.285552 -0.78 -0.62 1.06 -0.1777
H 0.759291 -2.786012 2.213016 0.97 -0.88 -0.66 0.2360
H 0.011925 -1.200151 5.249465 -1.09 -0.55 -0.01 0.3717
C 0.336657 2.744452 0.699589 -2.13 -1.40 0.42 -1.1045
C 1.003852 4.037737 0.457510 -8.66 3.00 -0.83 1.0603
C 0.369737 5.115429 1.392589 -0.34 -1.42 0.27 -1.6401
O 2.233918 3.989014 0.609710 9.43 -0.04 1.65 -0.5750
H 0.456595 1.900742 0.008968 0.20 0.57 -0.24 -0.3409
H -0.746909 2.806336 0.941668 0.65 0.17 -0.45 -0.0068
H 0.793212 2.417780 1.587999 0.49 -0.83 1.59 1.0122
H 0.804232 4.354135 -0.539905 -0.91 0.52 -1.52 0.1043
H -0.575580 4.753495 1.751178 -0.66 0.25 0.00 0.3010
H 0.346164 6.149502 1.232865 -0.72 1.58 -2.34 0.4457
H 0.911471 5.357243 2.256716 1.58 -1.32 1.94 0.4438
H 2.533721 3.169557 0.225177 0.68 -0.43 -0.13 0.4559
C 1.730133 -0.281872 -4.409240 0.24 -2.99 0.31 -1.2324
C 1.870097 0.945518 -3.552493 -9.82 -0.54 -5.57 -0.3973
C 0.525127 1.200248 -2.807603 0.48 0.27 -0.34 0.3862
O 2.788139 0.989449 -2.740430 7.39 -1.64 8.84 -0.5322
H 2.741710 -0.629427 -4.815416 -1.36 0.22 0.67 0.3108
H 1.064646 -0.175559 -5.235938 -0.24 0.92 -0.90 0.4804
H 1.139535 -1.123028 -3.900760 1.51 0.76 -0.14 0.1187
H 2.150875 1.657454 -4.225724 -0.81 2.73 -2.66 0.8304
H -0.262016 1.531097 -3.471545 -0.34 -0.54 -0.32 0.6849
H 0.543377 1.974744 -2.040809 0.65 0.17 -0.10 -0.3659
H 0.285731 0.280187 -2.274330 -0.36 -0.05 -0.14 -0.6381
H 3.496146 1.425029 -3.122455 2.64 0.95 -0.60 0.2863
C -2.149376 2.582787 -1.438240 0.71 -1.17 1.79 -0.6394
O -2.793395 2.644657 -2.662820 -0.97 -0.77 -0.23 -0.5732
H -1.726201 1.584660 -1.151412 -0.46 0.60 -0.64 -0.0123
H -2.755783 2.892574 -0.619001 -1.24 -0.11 0.54 0.4770
H -1.362868 3.283039 -1.348991 1.29 0.75 -0.41 0.4955
H -2.267358 3.220417 -3.180146 0.45 0.76 -1.14 0.3442
C -2.369458 -0.793291 -3.187231 -0.56 0.94 0.88 0.3238
O -2.802930 0.133863 -4.164964 0.11 -0.95 -1.26 -0.6377
H -1.290840 -0.954404 -3.313866 -0.23 -0.19 0.17 -0.1744
H -2.913268 -1.775789 -3.283945 0.41 0.99 0.24 0.2940
H -2.564566 -0.252190 -2.207330 0.40 -1.44 -0.65 -0.2047
H -3.100369 0.936901 -3.755817 -0.11 0.60 0.56 0.3849
C -3.171313 -3.526373 1.671095 -1.39 -0.61 1.03 -0.3082
O -3.271946 -4.839257 2.197520 -0.15 -0.77 -1.18 -0.5845
H -3.412323 -3.650161 0.640148 -0.07 0.34 -0.95 0.2569
H -2.152836 -3.279358 1.824746 0.87 1.32 -0.08 0.0989
H -3.938011 -2.867075 2.161266 1.03 -0.18 -0.55 0.3066
H -3.468507 -4.733641 3.099801 -0.34 -0.14 1.79 0.3049
C -0.570996 -2.183988 -0.499264 2.79 -1.19 -0.12 -0.7014
O -0.543005 -0.873540 0.034429 -1.34 -0.88 -0.86 0.3079
H 0.179459 -2.789375 0.086113 -1.03 0.18 -0.33 0.1411
H -0.103384 -2.191746 -1.486257 -0.27 0.17 -0.26 0.0834
H -1.486790 -2.747002 -0.580760 -0.72 0.59 0.49 0.3951
H 0.382827 -0.681433 0.104612 1.38 0.76 0.37 -0.1078
C 3.707928 -1.690963 -0.939764 1.39 -2.17 0.97 -0.5031
O 2.487408 -1.543002 -1.613791 0.05 -2.98 1.23 -0.3708
H 3.570761 -2.362443 0.001434 0.06 1.68 -1.26 0.2009
H 4.170533 -0.704172 -0.748491 -0.20 -0.64 0.38 0.1944
H 4.491494 -2.293175 -1.513083 -1.02 0.75 0.15 0.2442
H 2.547475 -0.708352 -1.971001 -0.13 2.74 -1.44 0.1981
```
Positions in Å, forces in eV/Å.

Computed properties:
HOMO = -0.3089 hartree
Lowest unoccupied orbital energy = -0.409 eV
Frontier orbital gap = 7.997 eV
Structure (SMILES) = NC(N)=O.NC(N)=O.CC(C)O.CC(C)O.CC(C)O.CO.CO.CO.CO.CO